This record from OMol25 describes 2 unconnected molecules or ions with the total composition C6H15BO8S in a non-equilibrium geometry. The level of theory is ωB97M-V with the def2-TZVPD basis set.

**Kohn-Sham gap**: 0.395 Ha
**SMILES**: CCB(O)OC(=O)OO.CCOS(C)(=O)=O
**Net charge**: 0

Last column: Löwdin charge in e.
Positions of all 31 atoms, in Å:
C (3.03858, -2.85800, -1.64894)  -0.091
C (2.16404, -4.03744, -2.10297)  -0.107
B (0.62835, -3.86848, -1.86124)  -0.556
O (-0.23162, -4.74633, -2.45165)  0.193
O (0.06045, -2.87802, -1.00913)  0.237
C (0.09673, -1.63276, -1.46541)  -0.534
O (0.34335, -0.68265, -0.77532)  0.162
O (-0.18161, -1.50831, -2.82355)  0.009
O (0.75086, -0.58606, -3.37378)  0.043
H (2.75474, -1.91566, -2.09946)  0.058
H (3.04061, -2.74066, -0.57457)  0.085
H (4.05272, -3.05290, -1.97270)  0.073
H (2.47193, -4.90688, -1.52775)  0.116
H (2.32360, -4.22494, -3.15728)  0.109
H (-0.89946, -4.29737, -2.97402)  0.115
H (1.36396, -1.12941, -3.88506)  0.111
C (-0.09510, 1.63663, 1.07690)  -0.078
C (-1.31804, 2.49434, 0.83072)  -0.242
O (-2.06338, 2.76254, 2.04096)  -0.265
S (-1.50160, 3.86983, 3.03114)  0.561
C (-2.95241, 4.03526, 4.01474)  -0.125
O (-1.28246, 5.07764, 2.29723)  -0.276
O (-0.46181, 3.30354, 3.82989)  -0.274
H (0.64939, 2.17661, 1.66266)  0.075
H (0.35623, 1.34815, 0.13596)  0.056
H (-0.36001, 0.73938, 1.63431)  0.087
H (-1.05338, 3.43329, 0.34224)  0.114
H (-2.00805, 1.97096, 0.17149)  0.121
H (-3.75522, 4.42081, 3.39322)  0.073
H (-2.72302, 4.73401, 4.81557)  0.075
H (-3.20837, 3.06285, 4.42580)  0.074

---

This record from OMol25 describes a molecular structure, CH31LiO15 in a non-equilibrium geometry. The level of theory is ωB97M-V with the def2-TZVPD basis set.

**Kohn-Sham gap**: 0.295 Ha
**Net charge**: 0
**Relative energy (zero: lowest compared OMol25 entry of this formula, charge and spin)**: 0.0 kJ/mol

Last column: Löwdin charge in e.
Positions of all 48 atoms, in Å:
Li (0.80696, -0.85227, -2.87723)  0.686
C (0.05996, 0.14073, -0.35223)  -0.177
O (0.86796, -0.98927, -0.94323)  -0.466
H (-0.00904, 1.05673, -0.92723)  0.057
H (0.08896, 0.41473, 0.75377)  0.080
H (-0.86804, -0.32327, -0.39123)  -0.005
O (-2.94504, 1.58873, 1.13977)  -0.023
H (-2.51804, 0.87973, 1.51077)  -0.056
H (-2.38604, 2.22373, 0.63877)  0.036
O (3.44296, -2.29427, -0.60623)  -0.129
H (2.66596, -1.67227, -0.55823)  -0.024
H (4.19396, -1.59827, -0.78823)  0.085
O (1.96796, -0.68527, 1.99977)  -0.025
H (1.63096, -0.82327, 1.10377)  0.013
H (1.85596, -1.55027, 2.33277)  0.053
O (0.56196, -3.30827, 0.28377)  -0.081
H (0.65196, -2.45427, -0.12323)  -0.073
H (0.77296, -3.01827, 1.26677)  0.097
O (-1.71304, -0.70527, 1.89877)  0.008
H (-2.26604, -1.48827, 2.26577)  0.191
H (-1.38604, -0.92727, 1.09677)  -0.032
O (-0.32504, 0.46973, 3.25477)  -0.094
H (0.40796, 0.03573, 2.71277)  0.033
H (-0.98204, -0.14427, 2.89677)  -0.079
O (-1.79304, -2.58227, -0.90323)  -0.020
H (-1.49304, -2.99827, -0.11623)  0.020
H (-2.31504, -1.84527, -0.70423)  -0.041
O (-1.05504, 3.47173, -0.03823)  -0.145
H (-0.10204, 3.09873, -0.23523)  -0.070
H (-1.31304, 3.50473, -0.99723)  0.049
O (-3.40504, -0.32627, -0.75323)  -0.083
H (-3.02104, 0.33573, -0.16023)  -0.019
H (-3.07504, -0.10427, -1.70523)  0.104
O (0.34696, 2.89173, 2.47177)  -0.103
H (0.97496, 2.86573, 1.72777)  -0.019
H (-0.04004, 2.01673, 2.82677)  0.016
O (2.79396, 1.72573, 1.14977)  -0.033
H (2.60396, 0.95073, 1.69177)  0.021
H (3.73196, 1.60473, 1.01377)  0.066
O (-0.01804, -3.00727, -2.98523)  -0.128
H (-0.62504, -2.85027, -3.81423)  0.103
H (-0.48704, -2.95427, -2.13723)  -0.018
O (1.18996, 3.37373, -0.33723)  -0.021
H (1.83796, 2.81273, 0.09577)  0.018
H (1.53296, 3.36673, -1.28223)  0.134
O (0.02296, -0.01327, -4.00023)  -0.077
H (-0.82604, 0.11173, -3.60223)  0.051
H (-0.04504, 0.57473, -4.79423)  0.122

---

no.,lowest unoccupied orbital energy (eV),E_HOMO (hartree),total energy (eV)
1,0.160,-0.389,-34355.92578
2,-1.303,-0.342,-32455.57313